Record 1
Computed, not measured: a 11-piece molecular cluster, C37H73Cl20N3O5S overall, with ωB97M-V/def2-TZVPD.

Structure (XYZ):
```
139
Properties=species:S:1:pos:R:3:forces:R:3
C 4.2327 -0.1755 1.6076 -0.0362 1.2611 -0.1706
C 3.3202 0.8936 0.9724 -0.8554 -1.0886 0.2722
C 2.7621 0.4239 -0.4039 1.1221 -0.0532 0.4932
N 3.0043 1.3406 -1.5268 -0.8912 0.4622 1.3734
C 2.2027 2.5286 -1.5736 0.2729 0.5648 -2.4885
O 2.3344 3.5124 -0.5297 -0.7743 -0.6704 0.7246
C 1.2002 3.4269 0.2600 0.3226 -0.8046 -2.4698
O 1.3049 3.5527 1.4152 0.1121 -0.2003 0.4846
C -0.0378 3.1635 -0.6339 0.2919 -0.0261 -0.3371
C -1.2153 2.3846 -0.0322 0.0375 -0.0836 0.9510
C -1.5352 2.6880 1.4374 -0.5735 -1.0335 -0.0179
C -2.8044 1.8882 1.8596 0.9207 0.0499 -0.3972
N -2.6254 0.4478 1.9132 -0.5779 0.1602 0.0406
C -0.6149 4.5645 -1.0627 1.8041 -0.5523 0.8584
S -0.0570 5.9882 -0.1118 -2.0959 1.9613 -0.3798
O -0.5382 7.1238 -0.8578 0.5581 0.0689 -0.9580
O -0.5659 5.9959 1.2257 0.6374 -1.1300 0.8817
C 0.6846 2.4564 -1.8425 -0.9338 0.3291 -0.4597
C 0.0505 1.1907 -2.4210 0.0019 -0.5691 -0.6443
C 0.3355 0.9890 -3.9417 0.6770 -0.2738 1.3778
C 1.6477 0.2057 -4.2071 -0.7406 -0.0212 -0.8129
C 1.4290 -0.9683 -5.1888 0.2194 0.7745 0.4087
N 1.0626 -2.2182 -4.4878 0.1167 0.1869 -0.1322
C 1.9266 -3.3130 -4.8686 -2.7885 -0.7974 -0.2939
C 1.2147 -4.5633 -5.3487 0.2055 0.3792 0.4476
O 3.0974 -3.2650 -4.8020 2.8330 0.3706 0.1280
H 4.4266 0.1402 2.6326 0.1539 -0.2469 0.1383
H 5.1845 -0.1651 1.0763 0.0512 -0.4537 0.0311
H 3.7635 -1.1570 1.6060 0.1026 -0.0874 -0.0674
H 3.7972 1.8681 0.9332 0.1132 0.0443 -0.1126
H 2.4628 0.9887 1.6464 0.0731 0.4506 -0.1342
H 3.2984 -0.4983 -0.6473 -0.1366 -0.0429 -0.1521
H 1.7180 0.1427 -0.2845 -0.1681 0.2504 -0.3336
H 3.9593 1.6746 -1.4320 0.1109 -0.2527 -0.3062
H 2.5871 3.0434 -2.4596 0.2927 0.0254 0.1848
H -2.1341 2.5839 -0.5916 0.1975 0.0931 -0.3766
H -1.0701 1.3064 -0.0997 0.2933 -0.0095 -0.0639
H -0.7236 2.2681 2.0306 0.1289 0.4634 0.2838
H -1.7030 3.7443 1.6462 0.2940 0.1060 -0.0355
H -3.0887 2.2172 2.8550 -0.2884 0.1155 -0.0271
H -3.5849 2.1140 1.1271 -0.2826 0.0531 0.2829
H -1.9940 0.1659 2.6486 0.0381 0.0027 -0.2667
H -2.3831 0.0371 1.0243 0.1465 -0.1129 0.1057
H -0.3902 4.7939 -2.0944 0.3085 0.1669 -0.0060
H -1.6908 4.5796 -0.9723 -0.1553 0.2699 0.3846
H 1.3074 6.0726 -0.1165 -0.1555 -0.6342 -0.0354
H 0.5746 3.1582 -2.6729 -0.0610 0.0582 0.0625
H 0.3570 0.2653 -1.9324 -0.0271 0.0974 0.3082
H -1.0356 1.2351 -2.3346 -0.0004 0.2553 0.2520
H 0.3848 1.9886 -4.3715 -0.1845 -0.1047 -0.4579
H -0.4843 0.4151 -4.3660 -0.1963 0.1913 -0.0978
H 2.0717 -0.2142 -3.2983 0.1279 0.2799 0.1119
H 2.3619 0.9030 -4.6423 0.2923 -0.1515 0.1138
H 0.6193 -0.6956 -5.8678 0.0707 -0.1223 -0.1899
H 2.3529 -1.0691 -5.7575 -0.0238 -0.3580 -0.0879
H 1.2220 -2.0816 -3.4922 -0.0431 0.0022 -0.0298
H 0.1516 -4.3913 -5.4142 -0.1151 -0.1840 0.0476
H 1.4477 -5.3540 -4.6347 -0.0703 -0.1069 -0.0423
H 1.6110 -4.8494 -6.3177 0.0502 -0.0749 -0.0560
Cl -0.0640 -0.6512 3.7566 0.0595 -0.2168 0.0934
C 1.5255 0.0229 4.1860 0.0557 0.1657 0.1308
C 2.3128 -0.8836 5.0935 0.1129 -0.0045 -0.1051
Cl 1.5920 -0.9933 6.7234 -0.0857 -0.0367 -0.0130
H 1.3587 0.9968 4.6376 0.0036 -0.0321 0.0519
H 2.0634 0.1684 3.2564 0.0811 -0.0658 0.0314
H 3.3214 -0.4929 5.2186 -0.0392 0.0515 -0.0059
H 2.3855 -1.8914 4.6907 -0.0740 -0.0084 0.0455
Cl -5.0586 -2.2153 2.1410 -0.1539 -0.2262 -0.1944
C -5.5577 -2.4810 3.8275 -0.0539 0.1110 -0.0276
C -4.8395 -1.5000 4.7168 -0.1704 0.0977 0.2512
Cl -3.0962 -1.8359 4.8047 0.0857 -0.0086 0.0760
H -5.3585 -3.5163 4.0975 0.1267 0.0427 -0.0156
H -6.6332 -2.3181 3.8851 0.0204 0.0711 -0.0289
H -5.2251 -1.5424 5.7351 0.0026 -0.0985 -0.0183
H -4.9654 -0.4856 4.3445 0.0963 -0.0151 -0.0622
Cl -0.8657 -4.6471 1.9904 0.0108 0.0047 -0.0339
C -2.5415 -4.8676 2.5561 -0.0928 0.0217 0.0478
C -2.9257 -6.3235 2.6398 -0.0151 0.0849 0.1714
Cl -3.0503 -7.0745 1.0271 0.0435 -0.1569 0.0440
H -3.1972 -4.3181 1.8846 0.0565 -0.0206 -0.0480
H -2.6044 -4.4132 3.5436 0.0223 -0.0243 0.0136
H -3.9031 -6.4218 3.1108 -0.0192 0.0549 -0.0603
H -2.2069 -6.8957 3.2216 0.0534 -0.0039 -0.0983
Cl 2.7304 3.3936 3.9697 0.0752 -0.0118 0.1190
C 1.1184 4.1518 3.8399 -0.4386 0.6131 0.4962
C 1.0813 5.5206 4.4670 -0.0562 -0.1389 -0.0590
Cl 1.2344 5.4543 6.2433 0.0436 0.0878 0.2169
H 0.3937 3.4827 4.2997 0.0424 -0.0275 0.1598
H 0.8900 4.2261 2.7763 -0.0837 0.3882 1.3350
H 0.1263 5.9958 4.2486 -0.0158 -0.0809 -0.0340
H 1.8768 6.1557 4.0848 0.0556 -0.0370 0.0563
Cl 7.3420 -1.7664 -4.0015 0.0289 0.0122 0.0233
C 7.3267 -3.1670 -5.1050 0.0244 -0.0696 -0.1337
C 6.3488 -4.2276 -4.6676 -0.1243 0.0115 -0.0751
Cl 6.8661 -5.0403 -3.1657 0.0104 0.0035 0.0307
H 8.3399 -3.5577 -5.1648 -0.0018 0.0235 0.0945
H 7.0437 -2.7927 -6.0877 -0.0677 0.0016 0.0323
H 6.2751 -4.9982 -5.4339 0.0735 0.0154 -0.0066
H 5.3575 -3.8143 -4.5031 0.0329 0.0162 0.0493
Cl -3.5278 2.8643 6.0608 0.0309 -0.0075 -0.0415
C -4.2567 4.4919 6.0747 -0.0354 0.0550 0.1037
C -5.1736 4.7111 4.8983 -0.1168 0.0542 0.0559
Cl -4.2758 4.7893 3.3633 0.0121 0.0458 -0.0611
H -3.4505 5.2214 6.0921 0.0392 -0.0542 -0.0634
H -4.8207 4.5800 7.0022 -0.0354 -0.0366 -0.0324
H -5.6980 5.6592 5.0098 0.0674 0.0191 0.0261
H -5.9135 3.9182 4.8164 0.0739 -0.0478 -0.0236
Cl -0.6718 -3.7078 -7.8586 -0.1188 0.0458 -0.2082
C -0.7424 -4.9993 -9.0878 -0.0339 0.0283 -0.1431
C -1.3446 -6.2731 -8.5500 -0.0859 -0.0265 -0.0926
Cl -0.2906 -7.0699 -7.3552 -0.0070 0.0022 0.0350
H 0.2657 -5.1607 -9.4623 0.0139 -0.0133 0.0885
H -1.3561 -4.6232 -9.9051 -0.0377 -0.0205 0.0339
H -1.4896 -6.9814 -9.3645 0.0502 0.0319 -0.0195
H -2.3073 -6.0898 -8.0787 0.0494 0.0376 0.0546
Cl -2.4487 4.6389 -3.4239 -0.4672 -0.1059 -0.6458
C -3.1699 6.2738 -3.4474 -0.0456 0.2204 0.1142
C -4.1027 6.4642 -4.6158 -0.0912 0.0114 0.0100
Cl -3.2334 6.4969 -6.1707 0.0018 -0.0340 -0.0083
H -2.3579 6.9968 -3.4580 0.0451 -0.0749 -0.0262
H -3.7183 6.3910 -2.5138 -0.0215 -0.0458 -0.0201
H -4.6176 7.4188 -4.5194 0.0654 0.0184 0.0377
H -4.8487 5.6744 -4.6644 0.0648 -0.0381 -0.0256
Cl 6.6274 -2.7503 9.6305 0.0344 -0.0056 -0.0098
C 5.7524 -1.2476 9.2384 -0.0205 0.0912 0.0381
C 4.7555 -1.4421 8.1245 -0.0706 0.0940 0.1205
Cl 5.5502 -1.7405 6.5553 0.0286 -0.0482 -0.0286
H 6.4873 -0.4864 8.9871 0.0285 -0.0656 -0.0470
H 5.2322 -0.9380 10.1437 -0.0471 -0.0423 -0.0270
H 4.1536 -0.5433 8.0066 0.0414 0.0143 0.0221
H 4.0872 -2.2751 8.3259 0.0576 -0.0357 -0.0391
Cl -3.3070 -3.4292 -1.2839 -0.0048 0.0342 0.0784
C -3.5529 -5.0869 -1.8909 0.0525 -0.1132 -0.0666
C -4.5958 -5.1450 -2.9780 0.0709 -0.0530 -0.1023
Cl -6.2331 -4.8074 -2.3590 -0.0141 0.0321 -0.0048
H -3.8182 -5.7146 -1.0452 -0.0656 0.1069 -0.0249
H -2.5947 -5.4277 -2.2815 -0.0133 0.0433 -0.0439
H -4.6200 -6.1452 -3.4085 0.0105 -0.0179 0.0675
H -4.3840 -4.4339 -3.7732 -0.0342 0.0581 0.0605
```
Positions in Å, forces in eV/Å.

Values from the calculation:
DFT total energy (eV): -315544.8326
SMILES string: CCCN[C@@H]1OC(=O)[C@@](CCCN)(C[SH](=O)=O)[C@@H]1CCCCNC(C)=O.ClCCCl.ClCCCl.ClCCCl.ClCCCl.ClCCCl.ClCCCl.ClCCCl.ClCCCl.ClCCCl.ClCCCl
Molar mass (g/mol): 1381.13

Record 2
Computed, not measured: a 12-piece molecular cluster, C37H76Cl6O10 overall, with ωB97M-V/def2-TZVPD.

Structure (XYZ):
```
129
Properties=species:S:1:pos:R:3:forces:R:3
C 3.4168 -1.4756 3.6157 0.0692 0.1254 0.1028
C 3.5407 -0.0638 3.0250 -0.2344 -0.3970 -0.2104
C 4.5148 0.6069 3.9717 0.9916 0.1600 -0.2226
O 4.4639 -0.0954 5.2143 0.2602 0.0277 0.0353
C 3.5948 -1.2059 5.1012 -1.1423 0.2808 0.1174
H 4.2095 -2.1317 3.2485 -0.0492 0.0408 -0.1086
H 2.4453 -1.8985 3.3635 0.0598 -0.1981 0.1755
H 2.5693 0.4362 3.0121 -0.0029 -0.0218 0.0990
H 3.8856 -0.1515 1.9948 0.1084 0.3646 0.0372
H 4.3734 1.6774 4.1348 -0.4575 -0.0823 0.1071
H 5.5395 0.5381 3.5796 -0.0612 -0.1935 0.0406
H 2.6148 -0.9123 5.5139 0.0847 -0.0725 0.0496
H 3.9362 -2.0437 5.7068 0.3666 0.0113 -0.1332
C -4.5298 0.5841 -0.0790 0.2785 -0.1178 0.5099
C -5.1082 -0.4406 0.9016 0.1598 -0.2178 -0.0852
C -6.0502 -1.2514 0.0083 -1.2941 0.3720 0.3337
O -5.7142 -0.9149 -1.3397 0.4741 -0.6448 -0.0649
C -4.4297 -0.3015 -1.3057 -0.0915 0.4572 -0.4976
H -3.6079 0.9958 0.3252 0.1600 -0.0469 -0.2913
H -5.1953 1.4220 -0.2912 -0.1709 -0.1035 0.0661
H -5.5622 -0.0362 1.8041 -0.1502 0.0638 -0.0936
H -4.2811 -1.0915 1.2100 -0.0381 0.0567 0.1107
H -7.1063 -0.9765 0.1239 0.1549 0.2984 0.1110
H -6.0610 -2.3203 0.2348 0.5655 -0.0613 -0.3306
H -4.2878 0.2497 -2.2382 -0.1572 -0.0066 0.0120
H -3.6294 -1.0494 -1.2548 -0.0369 0.0031 0.2572
C 2.8339 3.8228 -4.2192 0.1423 0.4918 -1.0379
C 4.1295 3.1811 -4.7392 0.4772 0.2841 0.8787
C 4.3448 2.0201 -3.7415 -0.3983 -0.2170 -0.4075
O 3.1382 1.9163 -2.9641 -0.0294 -0.2571 -0.0511
C 2.1102 2.6378 -3.6188 -0.1632 0.4474 0.1749
H 2.3203 4.3246 -5.0447 -0.2596 -0.2167 0.0785
H 3.0527 4.6143 -3.5020 -0.0240 -0.3087 0.3389
H 4.9643 3.8777 -4.6459 -0.0410 0.0269 -0.2078
H 4.0719 2.8745 -5.7812 -0.1614 -0.2094 0.0567
H 5.1733 2.1992 -3.0579 -0.0604 0.0294 0.0641
H 4.5232 1.0711 -4.2582 -0.0011 0.0278 0.0608
H 1.3535 2.9218 -2.8839 0.1578 0.0040 0.1146
H 1.5834 2.0548 -4.3914 0.3065 -0.1452 -0.0192
C -0.7743 5.6879 -2.4650 -0.5290 0.2088 -0.0830
C -1.0381 5.6229 -0.9675 0.9029 -0.3185 -0.2254
C 0.3187 5.0497 -0.4979 -1.1490 0.0547 -0.0084
O 1.3010 5.6426 -1.3346 0.4000 -0.0172 -0.0177
C 0.6683 6.2113 -2.4610 -1.5865 0.1258 -0.7604
H -1.4384 6.3585 -3.0161 0.0576 0.1514 0.1726
H -0.9483 4.7096 -2.9250 0.5263 -0.0973 0.0810
H -1.8793 4.9914 -0.6949 -0.0977 0.1643 0.1767
H -1.0940 6.6317 -0.5560 -0.4613 -0.0327 0.0369
H 0.3251 3.9613 -0.6266 0.1621 -0.0060 0.1466
H 0.4459 5.3138 0.5518 0.5671 -0.1170 -0.0204
H 1.1201 5.9953 -3.4301 0.6452 -0.1369 0.3606
H 0.5499 7.2990 -2.3665 0.5528 -0.0046 0.1240
C 0.9220 -4.7746 2.4282 -0.9172 -0.1999 0.7627
C 2.0983 -5.6576 2.9039 0.2566 1.3875 -0.4095
C 3.1302 -5.4799 1.7609 -0.4652 0.6228 -0.1088
O 2.4600 -4.7558 0.7178 0.0531 -0.0806 0.1929
C 1.4890 -3.8846 1.3509 0.5193 -1.3389 -1.3746
H 0.4349 -4.2147 3.2329 0.3757 0.0608 0.1264
H 0.1015 -5.4041 2.0759 0.2130 0.0683 -0.4947
H 1.8195 -6.6902 3.0733 -0.0023 -0.0237 0.2083
H 2.4867 -5.1538 3.7904 0.1412 -0.6426 0.2584
H 3.4830 -6.4194 1.3445 0.1468 0.0459 -0.0274
H 3.9588 -4.8383 2.0829 0.1823 -0.3994 0.1513
H 0.8055 -3.6914 0.5271 -0.2675 0.4027 0.3079
H 1.9785 -2.9560 1.6461 -0.1835 -0.0371 0.3131
C -1.4574 3.0142 1.9126 0.1541 0.6163 -0.0655
C -2.5370 2.1599 2.5816 -0.0440 0.2877 -0.3373
C -2.3133 2.4370 4.0774 -1.0014 -0.2259 -0.0095
O -1.0699 3.1041 4.2189 0.2575 0.3137 -0.1694
C -0.3669 3.0629 2.9745 -0.3508 -0.9982 0.0891
H -1.7972 4.0464 1.7651 -0.2856 -0.1407 0.0988
H -1.1513 2.6828 0.9179 0.2126 -0.2837 0.1821
H -2.4657 1.0938 2.3478 0.2810 0.0465 -0.0167
H -3.5042 2.4936 2.2027 -0.1571 -0.1317 0.3417
H -2.3655 1.5246 4.6773 0.2899 0.0531 -0.1650
H -3.1282 3.0606 4.4592 0.2622 0.2970 0.0329
H 0.1916 2.1123 2.9386 0.3128 0.2959 -0.0542
H 0.2961 3.9208 2.9136 0.0895 -0.0263 0.0399
C -1.0393 0.1068 -1.0010 0.4754 -0.0356 0.0236
C 0.3949 0.6351 -1.0378 -0.1817 0.5077 -0.5753
C 0.9835 0.0706 0.2243 0.5193 0.3340 0.1088
O 0.4527 -1.2419 0.2871 0.0302 -0.1723 0.4215
C -0.8344 -1.2590 -0.3172 -0.2212 0.2720 -0.5140
H -1.4234 -0.0171 -2.0109 -0.2702 0.0647 0.0316
H -1.6709 0.7916 -0.4402 -0.1313 -0.1249 0.0664
H 0.4682 1.7194 -1.1400 -0.0783 -0.0163 0.2524
H 0.9097 0.2386 -1.9196 0.1193 -0.1145 0.1700
H 0.7463 0.6402 1.1352 -0.3411 0.0431 -0.1485
H 2.0710 0.0395 0.1780 0.0095 -0.3045 0.0191
H -1.6184 -1.5281 0.3964 0.0796 0.1123 0.1475
H -0.8143 -2.0135 -1.1011 -0.0307 -0.3527 -0.0599
C -1.3664 -1.5183 3.8549 0.3990 1.1026 -0.3610
C -0.4969 -0.6457 4.7945 -0.3624 -0.5486 0.3791
C -1.3629 -0.6012 6.0523 0.2675 -0.0906 0.2812
O -2.6891 -0.5049 5.5486 0.0105 0.0235 0.2208
C -2.7653 -1.4578 4.4991 -0.1458 -0.7827 -0.0519
H -0.8890 -2.4859 3.7272 -0.5075 -0.2682 0.0630
H -1.3981 -1.0296 2.8769 0.0589 -0.2812 -0.0861
H -0.3852 0.3601 4.3917 0.1514 0.0119 0.1105
H 0.4774 -1.0903 5.0006 0.0235 0.1277 -0.1490
H -1.1018 0.2161 6.7262 -0.4471 0.3158 -0.2497
H -1.2850 -1.5023 6.6824 0.1589 -0.1323 -0.3627
H -3.5703 -1.1698 3.8215 0.1853 0.3016 -0.0936
H -3.0784 -2.4452 4.8739 0.2304 0.1116 0.2463
Cl 1.7550 -5.0296 -5.4745 0.0400 0.0475 -0.0230
C 0.8890 -3.4912 -5.4498 -0.1676 -0.1829 -0.0217
Cl 0.2137 -3.1535 -3.8396 -0.0260 0.1556 0.0498
H 1.5516 -2.6893 -5.7438 0.0809 0.0414 0.1346
H 0.0512 -3.5595 -6.1300 0.0074 0.0156 -0.0678
Cl 4.2685 -1.1950 -0.7355 -0.0185 0.0980 0.1531
C 3.0912 -2.2195 -1.5545 0.0327 -0.6797 -0.0377
Cl 3.7315 -2.7492 -3.1234 -0.1557 0.1318 -0.0946
H 2.9260 -3.1225 -0.9752 0.1790 0.0369 0.1697
H 2.1435 -1.7126 -1.6703 0.0808 0.3128 -0.2151
Cl -4.0640 -3.8687 -0.8440 0.1982 -0.0059 -0.1652
C -2.5890 -4.5012 -0.0978 -0.5029 -0.1865 0.3524
Cl -2.5710 -4.1370 1.6430 0.1500 0.1637 -0.0783
H -2.6199 -5.5796 -0.1670 0.1495 -0.0426 -0.2108
H -1.7268 -4.0648 -0.5826 0.0801 0.0278 0.0537
O 0.1277 -0.8425 -7.0358 -0.0689 0.3171 -0.5754
C -0.5522 -0.0300 -6.0974 0.3844 -0.6367 0.9365
C -1.9405 -0.5126 -5.8053 -1.0501 -0.1734 0.0085
O -2.8593 -0.0438 -6.7956 0.2351 0.2433 -0.0297
H -0.2189 -0.6240 -7.9083 0.0577 -0.1396 -0.0248
H 0.0064 -0.1793 -5.1670 0.0568 0.1969 -0.0363
H -0.5310 1.0356 -6.3334 -0.0728 -0.0069 -0.2080
H -2.2416 -0.1800 -4.8049 0.0174 0.2038 -0.0281
H -1.9934 -1.6078 -5.7897 0.4046 0.0252 0.0606
H -3.7589 -0.1828 -6.4865 0.0513 -0.0658 -0.0194
```
Positions in Å, forces in eV/Å.

Values from the calculation:
DFT total energy (eV): -135207.0042
SMILES string: C1CCOC1.C1CCOC1.C1CCOC1.C1CCOC1.C1CCOC1.C1CCOC1.C1CCOC1.C1CCOC1.ClCCl.ClCCl.ClCCl.OCCO
Molar mass (g/mol): 893.72
Energy above the lowest of the compared OMol25 structures with the same formula, charge and spin (kcal per mole): 0.0